{"formula": "C33H60AlO13", "method": "ωB97M-V/def2-TZVPD", "e_lumo_ev": 1.8408, "orbital_gap_ev": 6.000, "charge": -1, "homo_energy_ev": -4.16, "energy_ha": -2514.1541, "elements": ["C", "C", "C", "C", "O", "Al", "C", "O", "C", "C", "C", "C", "C", "C", "C", "O", "C", "H", "H", "H", "H", "H", "H", "H", "H", "H", "H", "H", "H", "H", "H", "H", "H", "H", "H", "H", "H", "H", "H", "H", "H", "H", "H", "H", "H", "H", "H", "O", "C", "O", "C", "C", "C", "H", "H", "H", "H", "H", "H", "O", "C", "O", "C", "C", "C", "H", "H", "H", "H", "H", "H", "O", "C", "O", "C", "C", "C", "H", "H", "H", "H", "H", "H", "O", "C", "O", "C", "C", "C", "H", "H", "H", "H", "H", "H", "O", "C", "O", "C", "C", "C", "H", "H", "H", "H", "H", "H"], "positions_angstrom": [[9.508, -1.104, 0.954], [8.288, -0.734, 0.094], [7.294, 0.207, 0.776], [5.904, 0.154, 0.149], [5.039, 1.045, 0.761], [3.541, 1.500, -0.121], [4.096, 2.852, -1.505], [2.853, 0.063, -0.908], [2.217, 2.189, 1.212], [0.822, 1.565, 1.135], [-0.127, 1.967, 2.265], [-1.553, 1.443, 2.108], [-2.347, 2.135, 0.990], [-3.843, 2.239, 1.282], [-4.593, 0.930, 1.073], [-5.023, 0.834, -0.283], [-6.099, -0.046, -0.434], [9.611, -0.426, 1.804], [9.421, -2.119, 1.350], [10.435, -1.043, 0.384], [7.746, -1.646, -0.179], [8.630, -0.290, -0.845], [7.205, -0.053, 1.837], [7.653, 1.239, 0.723], [6.019, 0.365, -0.935], [5.537, -0.887, 0.218], [4.967, 2.519, -2.084], [4.379, 3.787, -1.004], [3.293, 3.091, -2.213], [3.443, -0.325, -1.572], [2.633, 2.015, 2.216], [2.122, 3.281, 1.106], [0.909, 0.471, 1.122], [0.355, 1.839, 0.180], [0.292, 1.624, 3.219], [-0.163, 3.063, 2.326], [-1.510, 0.363, 1.921], [-2.093, 1.575, 3.054], [-2.214, 1.605, 0.042], [-1.934, 3.137, 0.838], [-4.307, 2.979, 0.624], [-3.999, 2.580, 2.309], [-5.467, 0.860, 1.733], [-3.943, 0.073, 1.297], [-5.872, -1.065, -0.085], [-6.993, 0.293, 0.112], [-6.349, -0.122, -1.494], [-4.973, -3.672, 0.889], [-4.643, -3.848, -0.249], [-5.277, -4.744, -1.044], [-4.622, -4.828, -2.325], [-3.860, -3.518, -2.472], [-3.516, -3.193, -1.019], [-3.955, -5.693, -2.308], [-5.390, -4.984, -3.079], [-2.996, -3.604, -3.126], [-4.522, -2.749, -2.875], [-2.578, -3.659, -0.708], [-3.472, -2.126, -0.816], [12.236, 1.416, 0.277], [12.567, 1.032, -0.802], [11.794, 0.197, -1.541], [12.460, -0.174, -2.754], [13.489, 0.927, -3.001], [13.838, 1.345, -1.576], [12.930, -1.149, -2.604], [11.706, -0.262, -3.533], [14.337, 0.584, -3.591], [13.019, 1.758, -3.527], [14.643, 0.741, -1.151], [14.094, 2.394, -1.457], [-7.228, -1.236, -3.722], [-8.359, -0.858, -3.693], [-9.260, -1.216, -4.645], [-10.518, -0.561, -4.421], [-10.521, -0.196, -2.940], [-9.037, 0.048, -2.678], [-10.565, 0.322, -5.062], [-11.307, -1.251, -4.710], [-11.160, 0.656, -2.719], [-10.867, -1.046, -2.350], [-8.739, 1.077, -2.887], [-8.710, -0.210, -1.675], [0.324, -6.827, -1.623], [-0.070, -6.522, -0.537], [-0.110, -5.236, -0.115], [-0.553, -5.165, 1.251], [-1.321, -6.463, 1.489], [-0.588, -7.429, 0.566], [0.321, -5.077, 1.899], [-1.169, -4.276, 1.366], [-1.330, -6.756, 2.537], [-2.355, -6.345, 1.161], [0.277, -7.893, 1.047], [-1.206, -8.214, 0.140], [-2.707, 4.662, 3.829], [-3.733, 5.264, 3.861], [-4.750, 5.012, 2.992], [-5.830, 5.930, 3.198], [-5.664, 6.438, 4.628], [-4.149, 6.386, 4.798], [-5.741, 6.736, 2.465], [-6.760, 5.394, 3.022], [-6.101, 7.423, 4.777], [-6.139, 5.744, 5.323], [-3.660, 7.301, 4.456], [-3.808, 6.170, 5.806]]}


{"formula": "C33H61Br2FNO10PS2", "method": "ωB97M-V/def2-TZVPD", "de_lowest_kj_mol": 0.0, "e_lumo_ev": -0.6358, "orbital_gap_ev": 8.529, "charge": 0, "homo_energy_ev": -9.16, "energy_ha": -8486.6679, "elements": ["C", "C", "C", "C", "C", "C", "C", "C", "C", "C", "C", "C", "C", "C", "C", "C", "C", "C", "C", "C", "Br", "C", "O", "N", "O", "P", "S", "C", "Br", "C", "C", "O", "F", "C", "O", "S", "O", "O", "H", "H", "H", "H", "H", "H", "H", "H", "H", "H", "H", "H", "H", "H", "H", "H", "H", "H", "H", "H", "H", "H", "H", "H", "H", "H", "H", "H", "H", "H", "H", "H", "H", "H", "H", "H", "H", "H", "H", "H", "H", "H", "H", "H", "H", "C", "C", "O", "C", "C", "O", "H", "H", "H", "H", "H", "H", "H", "H", "C", "C", "O", "C", "C", "O", "H", "H", "H", "H", "H", "H", "H", "H"], "positions_angstrom": [[0.138, 0.501, -4.057], [-0.365, 0.186, -2.645], [-0.254, -1.297, -2.293], [1.214, -1.787, -2.259], [1.668, -2.170, -0.842], [1.568, -3.685, -0.542], [0.602, -4.058, 0.588], [0.714, -3.184, 1.842], [0.522, -3.953, 3.150], [-0.075, -3.038, 4.232], [0.384, -3.356, 5.672], [0.876, -2.081, 6.351], [-0.263, -1.104, 6.658], [0.144, 0.364, 6.545], [0.260, 0.757, 5.062], [0.816, 2.170, 4.919], [1.238, 2.674, 3.506], [0.854, 4.201, 3.498], [-0.596, 4.611, 3.205], [-0.875, 5.935, 3.915], [-0.951, 4.938, 1.325], [2.816, 2.516, 3.282], [3.119, 1.187, 3.674], [3.651, 1.082, 5.000], [3.538, -0.002, 5.390], [3.739, 3.797, 4.354], [5.625, 3.558, 4.730], [3.165, 2.620, 1.729], [4.561, 3.975, 1.347], [3.753, 1.280, 1.250], [4.204, 1.289, -0.185], [5.323, 1.324, -0.548], [3.211, 1.218, -1.077], [2.025, 3.127, 0.860], [0.833, 2.331, 0.876], [0.391, 1.687, 2.246], [-1.021, 1.784, 2.421], [0.924, 0.358, 2.249], [-0.315, -0.180, -4.775], [-0.118, 1.524, -4.324], [1.221, 0.419, -4.108], [-1.408, 0.506, -2.586], [0.177, 0.799, -1.921], [-0.720, -1.429, -1.317], [-0.774, -1.883, -3.052], [1.838, -0.969, -2.621], [1.358, -2.615, -2.949], [1.095, -1.578, -0.130], [2.710, -1.875, -0.719], [1.208, -4.177, -1.447], [2.560, -4.096, -0.361], [0.782, -5.105, 0.842], [-0.410, -4.026, 0.181], [-0.085, -2.443, 1.797], [1.663, -2.650, 1.828], [-0.169, -4.781, 2.991], [1.475, -4.349, 3.501], [-1.162, -3.092, 4.193], [0.241, -2.020, 3.997], [-0.395, -3.838, 6.262], [1.243, -4.026, 5.616], [1.570, -1.614, 5.652], [1.408, -2.312, 7.274], [-1.123, -1.293, 6.014], [-0.594, -1.275, 7.684], [1.073, 0.548, 7.086], [-0.679, 0.942, 6.973], [0.895, 0.014, 4.591], [-0.740, 0.666, 4.648], [1.658, 2.258, 5.602], [0.046, 2.843, 5.294], [1.496, 4.794, 2.853], [1.033, 4.545, 4.514], [-1.300, 3.892, 3.609], [-0.607, 5.878, 4.971], [-1.920, 6.217, 3.827], [-0.277, 6.729, 3.469], [2.997, 3.885, 5.537], [3.499, 5.005, 3.703], [2.998, 0.498, 1.332], [4.653, 1.038, 1.799], [1.764, 4.156, 1.080], [2.354, 3.142, -0.172], [-1.589, -2.537, -9.546], [-1.702, -2.033, -8.122], [-0.784, -0.968, -7.849], [-1.061, 0.321, -8.126], [-2.270, 0.656, -8.971], [-0.306, 1.171, -7.737], [-1.840, -1.761, -10.269], [-2.260, -3.381, -9.702], [-0.567, -2.855, -9.753], [-2.718, -1.734, -7.863], [-1.425, -2.828, -7.431], [-1.952, 0.756, -10.008], [-2.665, 1.610, -8.630], [-3.075, -0.073, -8.912], [-3.851, -1.875, -3.048], [-3.421, -1.018, -4.215], [-4.052, -1.430, -5.432], [-5.276, -1.028, -5.819], [-6.172, -0.314, -4.833], [-5.643, -1.301, -6.930], [-4.922, -1.801, -2.858], [-3.322, -1.575, -2.143], [-3.633, -2.924, -3.251], [-3.592, 0.046, -4.037], [-2.352, -1.138, -4.374], [-6.828, -1.047, -4.366], [-6.778, 0.400, -5.384], [-5.638, 0.233, -4.059]]}